1.
Below is a cluster of 3 separate species, C30H63F3N2O6 in total, with properties calculated with ωB97M-V with the def2-TZVPD basis set.

Structure (XYZ):
```
104
Properties=species:S:1:pos:R:3:lowdin_charge:R:1
F 3.147 -1.474 0.208 0.018
F 0.406 -1.903 1.601 0.047
F -0.066 -0.318 -0.119 0.069
O 1.753 -4.263 -4.365 -0.173
O -4.100 -1.257 -3.789 -0.177
O -0.847 -2.169 -4.309 -0.198
O -4.688 0.664 -2.073 -0.192
O 3.018 -1.044 -4.973 -0.082
O 4.718 0.037 -3.863 -0.168
N 2.574 4.075 1.727 -0.191
N -2.869 -1.535 5.743 -0.196
C 4.156 1.424 -1.373 -0.114
C 1.905 5.367 1.647 -0.274
C 4.775 2.254 -2.614 -0.204
C 1.844 3.003 1.058 -0.257
C 2.085 -1.768 -4.111 -0.220
C 3.146 3.728 3.023 -0.248
C 1.469 -2.989 -4.973 -0.209
C -2.173 -2.760 -4.332 -0.162
C -5.221 1.857 -2.711 -0.252
C 2.778 -2.264 -2.757 -0.089
C 3.374 0.208 -4.403 -0.220
C -2.656 -2.962 5.537 -0.250
C 0.747 -1.341 0.354 -0.150
C -1.862 -0.648 5.172 -0.268
C -1.348 -3.569 6.047 -0.087
C -3.280 -1.152 7.090 -0.254
C -3.992 2.727 -3.271 -0.079
C 5.390 1.306 -3.749 -0.225
C -5.686 -0.368 -2.021 -0.188
C 0.599 -4.910 -3.803 -0.113
C 1.894 -1.817 -0.330 -0.145
C 0.477 2.616 1.622 -0.080
C -2.230 -1.213 8.199 -0.092
C -0.037 -2.733 -5.389 -0.145
C -3.015 -1.994 -3.190 -0.152
C -1.646 -0.850 3.677 -0.091
C 2.783 6.539 2.069 -0.094
C 1.680 -2.668 -1.636 -0.090
C 2.206 3.692 4.229 -0.085
C -5.351 -1.499 -3.117 -0.176
H -2.191 0.388 5.311 0.118
H -5.850 2.447 -1.971 0.122
H -0.478 -2.960 5.795 0.068
H -6.156 -1.418 -3.929 0.126
H 1.539 4.556 4.267 0.068
H -4.456 3.644 -3.755 0.075
H 6.466 1.066 -3.447 0.130
H -2.705 -2.625 -5.323 0.134
H -2.141 -3.883 -4.125 0.121
H -3.272 2.999 -2.428 0.082
H 3.656 2.762 2.946 0.116
H -0.006 -1.904 -6.183 0.148
H -3.495 -3.519 5.969 0.114
H 3.951 4.437 3.242 0.101
H -5.894 1.547 -3.585 0.125
H -5.720 -0.825 -0.983 0.123
H -0.897 -0.741 5.687 0.099
H 3.970 2.912 -3.092 0.107
H 2.475 2.109 1.017 0.096
H -3.327 -2.681 -2.346 0.127
H 3.027 1.421 -1.476 0.063
H -3.446 2.155 -4.081 0.076
H 0.567 2.045 2.546 0.050
H 1.613 5.545 0.606 0.118
H 4.422 2.007 -0.428 0.073
H -0.023 -4.271 -3.109 0.081
H -0.012 -5.379 -4.651 0.102
H -2.317 -1.212 -2.726 0.138
H 0.618 -2.566 -2.018 0.114
H 4.563 0.360 -1.321 0.076
H 3.400 -1.439 -2.265 0.097
H 5.405 1.785 -4.782 0.120
H 1.707 3.294 0.010 0.108
H 2.259 7.479 1.882 0.072
H -1.293 -0.731 7.913 0.066
H -3.662 -0.125 7.044 0.108
H 1.303 -1.009 -3.802 0.147
H 5.622 2.883 -2.174 0.106
H -1.367 -3.723 7.126 0.053
H 0.979 -5.804 -3.197 0.109
H 2.717 0.547 -3.543 0.129
H 2.072 -2.969 -5.949 0.167
H -0.160 3.484 1.803 0.070
H 3.022 6.507 3.134 0.063
H -5.433 -2.549 -2.688 0.122
H 3.717 6.557 1.501 0.079
H -6.743 0.008 -2.238 0.121
H -0.045 1.976 0.905 0.057
H -0.964 -0.086 3.296 0.059
H -4.143 -1.756 7.388 0.111
H 2.795 3.698 5.151 0.072
H -2.021 -2.239 8.502 0.054
H -2.604 -0.692 9.085 0.071
H 1.850 -3.762 -1.343 0.137
H -2.728 -3.167 4.463 0.101
H 3.408 1.066 -5.154 0.146
H 0.980 5.385 2.238 0.098
H -2.586 -0.763 3.127 0.085
H 3.516 -3.104 -2.961 0.132
H -1.199 -4.551 5.589 0.072
H 1.603 2.784 4.246 0.053
H -1.200 -1.821 3.458 0.051
H -0.545 -3.610 -5.904 0.130
```

For the HOMO energy, the calculation gives -8.0 eV. Its total charge is 0. The calculation puts the energy above the lowest of the compared OMol25 structures with the same formula, charge and spin at 410.45 kJ/mol. The value obtained for the LUMO energy is -0.0191 Ha. As for the SMILES: CCCOCO[C@H](CCC(F)=C(F)F)[C@H](COCCOCCOCC)OC.CCN(CC)CC.CCN(CC)CC.

=====

2.
Below is a structure of composition C24H36N4PPdSb, with properties calculated with ωB97M-V with the def2-TZVPD basis set.

Structure (XYZ):
```
67
Properties=species:S:1:pos:R:3:lowdin_spin:R:1
Sb 2.363 -0.209 -2.329 0.145
Pd 0.327 0.332 -0.740 1.142
P 0.252 -0.624 1.417 0.118
N -0.858 -1.385 -1.209 0.129
N -0.664 1.841 -2.249 0.109
N -1.621 1.693 -1.204 0.090
N -1.012 -1.710 1.085 0.011
C -2.195 -3.194 -0.415 0.005
C -3.400 3.171 -2.104 0.006
C 4.303 0.452 -1.842 0.037
C 2.938 -1.322 1.355 0.003
C 0.576 0.773 3.771 0.017
C -3.351 2.418 0.289 -0.001
C -1.178 -1.741 -2.478 0.011
C -0.341 0.243 2.861 0.023
C 4.050 -2.044 1.770 0.000
C -2.003 -2.789 -2.772 0.005
C 2.647 -2.276 -2.616 0.014
C -2.518 2.860 -0.904 0.012
C -1.240 1.706 5.039 0.019
C 2.677 -3.231 3.358 0.001
C 1.574 -2.499 2.956 0.003
C -2.157 1.177 4.139 -0.001
C -1.349 -2.102 -0.193 0.009
C 2.157 0.532 -4.297 0.036
C -2.522 -3.529 -1.703 -0.004
C 0.122 1.507 4.856 -0.002
C -1.710 0.453 3.045 0.015
C -1.645 4.049 -0.528 0.001
C 1.696 -1.547 1.938 0.015
C 3.914 -3.001 2.763 -0.001
H 4.981 0.063 -2.601 0.005
H -3.918 1.510 0.064 0.000
H -3.175 -4.372 -1.887 0.000
H -1.117 4.477 -1.385 0.000
H -2.574 -3.758 0.427 0.001
H -2.719 2.239 1.159 0.000
H -1.064 1.785 -3.183 0.006
H -4.071 3.196 0.543 0.000
H -2.233 -3.033 -3.799 0.001
H -2.431 0.038 2.351 0.001
H 2.179 1.621 -4.294 0.000
H 0.831 1.915 5.564 0.000
H -4.036 2.319 -2.361 0.000
H -1.590 2.267 5.896 0.001
H 3.041 -0.559 0.596 0.004
H 5.018 -1.857 1.324 0.000
H 3.000 0.156 -4.877 0.005
H -3.218 1.325 4.295 0.000
H 3.100 -2.434 -3.594 0.002
H -0.919 3.777 0.243 0.001
H 0.622 -2.664 3.449 0.000
H -2.269 4.846 -0.125 0.000
H 1.229 0.186 -4.752 0.000
H 2.578 -3.974 4.139 0.000
H -2.186 0.885 -1.447 -0.001
H -4.057 4.011 -1.878 0.001
H -2.818 3.456 -2.984 0.001
H -1.400 -2.256 1.842 0.001
H -0.221 2.748 -2.147 0.003
H 4.325 1.540 -1.848 0.000
H 1.694 -2.797 -2.559 0.000
H 3.307 -2.654 -1.837 0.000
H -0.736 -1.138 -3.262 0.002
H 4.778 -3.566 3.087 0.000
H 4.601 0.087 -0.862 0.000
H 1.639 0.607 3.646 0.000
```

For the HOMO energy (alpha / beta), the calculation gives -13.5 / -14.5 eV. As for the expectation value of S²: 2.0095. Its total charge is +2. The calculation puts the energy above the lowest of the compared OMol25 structures with the same formula, charge and spin at 0.00 kJ/mol. The value obtained for the LUMO energy (alpha / beta) is -0.1914 / -0.2772 Ha. The spin multiplicity is 3.

=====

3.
Below is a cluster of 2 separate species, C4H11NO2 in total, with properties calculated with ωB97M-V with the def2-TZVPD basis set.

Structure (XYZ):
```
18
Properties=species:S:1:pos:R:3:lowdin_spin:R:1
O -0.371 2.690 0.823 0.087
O 0.200 0.414 0.766 0.233
N -1.080 -1.004 -1.936 0.004
C 0.613 1.832 2.830 0.121
C 0.832 -2.578 -1.688 0.001
C -0.574 -2.348 -2.200 0.002
C 0.209 1.497 1.442 0.444
H -1.438 -0.835 -1.009 0.011
H -0.546 2.481 -0.105 0.006
H -0.434 -0.317 -2.290 0.001
H 0.642 2.924 2.895 -0.001
H 1.127 -3.625 -1.878 0.000
H 1.669 1.554 3.065 0.024
H -0.669 -2.493 -3.279 0.000
H 0.867 -2.461 -0.607 0.002
H 1.607 -1.960 -2.137 0.001
H -0.032 1.360 3.610 0.062
H -1.200 -3.050 -1.673 0.002
```

For the HOMO energy (alpha / beta), the calculation gives 1.0 / -4.1 eV. As for the expectation value of S²: 0.7532. Its total charge is -1. The calculation puts the energy above the lowest of the compared OMol25 structures with the same formula, charge and spin at 136.94 kJ/mol. The value obtained for the LUMO energy (alpha / beta) is 0.1408 / 0.1399 Ha. The spin multiplicity is 2.

=====

4.
Below is a cluster of 7 separate species, C42H79BFN8O11P2S2 in total, with properties calculated with ωB97M-V with the def2-TZVPD basis set.

Structure (XYZ):
```
146
Properties=species:S:1:pos:R:3:lowdin_charge:R:1
S 2.960 1.567 4.175 1.014
S 3.269 1.897 0.419 0.856
P -2.205 2.656 2.602 0.605
P -1.612 1.916 -0.709 0.774
F 2.769 3.312 -0.418 -0.238
O -2.360 3.365 -0.709 -0.228
O 4.361 2.391 1.351 -0.333
O 1.875 -0.975 -0.691 0.121
O -1.283 3.856 1.919 -0.230
O -2.754 0.763 -0.178 -0.217
O -3.724 2.738 1.793 -0.208
O 2.396 -0.205 2.044 -0.188
O 3.924 1.066 -0.627 -0.269
O -2.555 3.162 4.029 -0.369
O -0.518 -1.081 -0.795 0.086
O -1.478 1.589 -2.395 -0.167
N -0.235 6.430 2.700 0.171
N 1.731 1.752 2.875 -0.400
N 2.319 -6.593 0.326 0.145
N -2.135 4.284 -1.800 0.062
N -6.124 10.086 -3.765 0.145
N -1.464 -5.459 -1.620 0.173
N 1.574 -11.586 -0.424 0.128
N 2.048 -2.171 -3.681 0.154
C -0.781 -1.300 2.354 -0.130
C -1.423 -6.050 -2.626 -0.202
C -0.179 7.452 3.260 -0.142
C -6.729 9.561 -2.917 -0.233
C 3.918 -1.851 2.999 -0.053
C 5.585 -3.394 -3.648 -0.102
C 1.994 4.313 2.354 0.030
C -2.228 5.927 -3.909 -0.144
C 0.363 -2.332 2.696 -0.186
C 2.206 8.225 4.895 -0.108
C -1.380 -6.806 -3.925 -0.189
C -7.353 10.950 -0.339 -0.112
C 3.115 -1.709 -3.799 -0.182
C 4.482 -1.118 -3.950 -0.163
C 2.952 -10.937 1.769 -0.185
C 2.551 -6.189 -0.748 -0.200
C 2.850 -5.663 -2.126 -0.182
C 3.679 -0.752 1.821 -0.246
C -2.176 5.010 -2.725 0.043
C -8.271 9.934 -1.011 -0.268
C 0.090 1.902 0.010 -0.198
C -7.507 8.889 -1.828 -0.184
C -2.767 -6.801 -4.572 -0.268
C -2.747 7.302 -3.478 -0.251
C 2.581 -7.975 -3.120 -0.097
C -0.329 -3.799 2.664 -0.214
C 0.824 -10.223 2.972 -0.114
C -1.707 0.907 2.701 -0.213
C 0.537 0.704 0.971 -0.150
C 1.350 9.211 4.106 -0.263
C 2.135 -6.520 -3.162 -0.266
C 1.459 3.184 3.020 -0.226
C -3.830 -7.464 -3.702 -0.110
C -0.332 0.260 2.235 -0.248
C -0.109 8.763 3.977 -0.165
C 2.180 -11.302 0.535 -0.219
C -4.154 7.248 -2.893 -0.112
C 2.063 -11.112 3.002 -0.273
C 2.033 1.082 1.531 -0.353
C 0.673 0.791 3.417 -0.113
C -0.222 -4.367 1.160 -0.142
C 5.441 -2.160 -4.532 -0.257
B 0.656 -0.466 -0.185 -0.552
H 0.175 -10.467 2.127 0.070
H 0.439 2.872 0.506 0.094
H -4.794 -7.464 -4.215 0.074
H 0.156 -4.521 3.385 0.103
H 1.182 -2.404 1.901 0.103
H -0.566 8.655 4.963 0.124
H 4.422 -0.251 -4.610 0.121
H -1.005 -3.882 0.506 0.047
H -2.532 0.277 2.209 0.110
H -4.862 6.830 -3.613 0.086
H 0.783 -2.186 3.734 0.105
H -8.976 10.466 -1.657 0.114
H -6.819 8.330 -1.190 0.112
H 3.228 8.598 4.986 0.076
H 0.790 -4.146 0.687 0.058
H -6.640 10.454 0.326 0.076
H 5.944 -3.122 -2.651 0.084
H 1.749 -12.156 3.087 0.112
H 4.832 -0.776 -2.972 0.117
H 1.101 -9.167 2.900 0.074
H -4.491 8.251 -2.628 0.046
H -4.358 2.528 2.512 0.073
H -3.072 -5.773 -4.784 0.112
H -0.652 -6.334 -4.589 0.110
H -8.205 8.179 -2.277 0.117
H -6.790 11.531 -1.074 0.071
H 3.830 -11.582 1.843 0.112
H -2.714 -7.325 -5.530 0.110
H 1.786 9.342 3.111 0.113
H -1.828 0.598 3.803 0.127
H 3.296 -9.903 1.688 0.112
H 2.328 -6.117 -4.161 0.113
H 0.766 3.486 3.882 0.151
H -1.418 -1.612 1.454 0.137
H -1.525 -1.437 3.219 0.132
H 4.941 -1.699 3.484 0.087
H 2.067 -8.552 -3.892 0.075
H 6.298 -4.095 -4.087 0.081
H 5.093 -2.472 -5.522 0.115
H 3.822 -1.353 0.858 0.132
H -1.049 -7.831 -3.733 0.122
H -7.937 11.656 0.254 0.074
H -0.394 -5.489 1.107 0.064
H 6.424 -1.702 -4.667 0.114
H 0.815 1.819 -0.906 0.102
H 2.349 -8.441 -2.159 0.069
H -2.747 7.968 -4.344 0.117
H -3.965 -6.934 -2.757 0.070
H -0.682 9.505 3.417 0.120
H 1.054 -6.467 -3.000 0.066
H 1.380 10.184 4.602 0.113
H 3.752 -2.908 2.644 0.083
H 3.174 -1.589 3.829 0.064
H -0.456 -0.859 -1.751 0.106
H 1.011 0.029 4.193 0.128
H -0.540 1.314 -2.482 0.057
H 2.515 -4.625 -2.196 0.092
H -2.070 7.737 -2.737 0.116
H -4.189 6.643 -1.982 0.074
H 3.075 4.630 2.301 0.088
H -8.860 9.425 -0.244 0.110
H 3.658 -8.061 -3.292 0.080
H 0.064 1.488 4.069 0.121
H 1.737 -1.430 -1.548 0.068
H 1.806 8.078 5.902 0.081
H 4.586 -0.083 1.896 0.118
H 0.237 -10.359 3.882 0.072
H -3.416 0.649 -0.900 0.082
H -0.948 4.416 2.657 0.011
H 3.931 -5.680 -2.289 0.104
H -1.433 -3.709 2.948 0.108
H 2.647 -10.878 3.897 0.107
H 1.261 4.928 1.736 0.071
H -3.564 -8.502 -3.480 0.080
H 4.635 -3.924 -3.539 0.044
H 3.923 2.529 3.870 -0.035
H -1.225 6.018 -4.333 0.122
H 2.259 7.252 4.400 0.058
H -2.879 5.491 -4.672 0.126
```

For the HOMO energy, the calculation gives -6.9 eV. Its total charge is +1. The value obtained for the LUMO energy is -0.1343 Ha.

=====

5.
Below is an isolated molecule of C5H8O, with properties calculated with ωB97M-V with the def2-TZVPD basis set.

Structure (XYZ):
```
14
Properties=species:S:1:pos:R:3:lowdin_charge:R:1
O -0.179 0.326 -2.150 -0.081
C -0.329 1.548 2.593 0.108
C 0.051 -1.554 -0.414 -0.071
C 0.520 0.836 0.054 -0.209
C -0.374 -0.126 -0.752 -0.440
C 0.138 1.105 1.467 -0.103
H -0.488 -0.482 -2.692 0.124
H -0.528 1.771 3.627 0.010
H -0.150 -1.639 0.718 0.108
H 1.561 0.421 -0.194 0.143
H 0.373 1.764 -0.480 0.111
H -0.400 -2.360 -0.993 0.066
H -1.378 0.097 -0.352 0.137
H 1.183 -1.707 -0.432 0.097
```

For the HOMO energy, the calculation gives -9.7 eV. Its total charge is 0. The calculation puts the energy above the lowest of the compared OMol25 structures with the same formula, charge and spin at 304.53 kJ/mol. The value obtained for the LUMO energy is 0.0312 Ha. As for the SMILES: C#CC[C@H](C)O.

=====

6.
Below is a cluster of 5 separate species, C2H13NO4 in total, with properties calculated with ωB97M-V with the def2-TZVPD basis set.

Structure (XYZ):
```
20
Properties=species:S:1:pos:R:3:lowdin_charge:R:1
O -2.034 2.070 1.054 -0.082
O 1.768 -3.008 -2.566 -0.066
O 0.936 1.366 0.864 -0.056
O 3.608 2.479 -0.501 -0.067
N -1.951 -0.690 0.436 -0.118
C -0.912 -1.410 1.163 -0.133
C -1.871 -0.718 -0.823 -0.041
H -2.772 -0.438 -1.364 0.076
H 1.268 1.634 1.727 0.047
H 3.825 2.241 0.403 0.024
H -2.896 2.327 1.405 0.048
H 1.891 -2.057 -2.656 0.031
H 1.512 -3.304 -3.447 0.033
H -1.363 -2.220 1.740 0.079
H -0.897 -0.720 -1.303 0.083
H -0.248 -1.927 0.467 0.073
H -0.362 -0.780 1.857 0.063
H -0.014 1.536 0.910 -0.005
H 2.645 2.518 -0.542 0.012
H -2.133 1.100 1.176 0.000
```

For the HOMO energy, the calculation gives -9.9 eV. Its total charge is 0. The calculation puts the energy above the lowest of the compared OMol25 structures with the same formula, charge and spin at 164.83 kJ/mol. The value obtained for the LUMO energy is 0.0228 Ha. As for the SMILES: C=NC.O.O.O.O.

=====

no.,E_tot (eV)
1,-55539.194
2,-50724.743
3,-9910.019
4,-122901.464
5,-7359.099
6,-11963.758